*w*
A cluster of 2 separate species, C4H12 in total, computed with wB97M-V/def2-TZVPD.

- lowest unoccupied orbital energy (alpha / beta) (eV) = 4.32 / 4.28
- total charge = -1
- multiplicity = 2
- HOMO level (alpha / beta) (eV) = 1.6 / -7.3
- M (g mol⁻¹) = 60.1

CARTESIAN COORDINATES (ANGSTROEM)
C  0.442  1.439  -1.743
C  0.918  1.642  -0.309
H  1.054  1.975  -2.462
H  0.348  0.361  -1.913
H  -0.573  1.853  -1.855
H  1.300  0.707  0.139
H  1.717  2.387  -0.201
H  0.242  2.004  0.474
C  -0.097  -1.919  0.726
C  -1.245  -1.117  1.244
H  0.907  -1.522  0.582
H  -0.050  -2.779  1.423
H  -0.362  -2.565  -0.186
H  -1.057  -0.622  2.201
H  -1.993  -1.827  1.697
H  -1.757  -0.396  0.558


*x*
A cluster of 2 separate species, C4H12 in total, computed with wB97M-V/def2-TZVPD.

- lowest unoccupied orbital energy (alpha / beta) (eV) = 4.47 / 4.49
- total charge = -1
- multiplicity = 2
- HOMO level (alpha / beta) (eV) = 1.6 / -7.0
- M (g mol⁻¹) = 60.1

CARTESIAN COORDINATES (ANGSTROEM)
C  1.211  -0.532  1.543
C  1.709  0.836  1.332
H  1.899  -1.172  2.163
H  0.143  -0.642  1.863
H  1.144  -1.111  0.536
H  1.118  1.518  2.025
H  2.714  0.843  1.675
H  1.412  1.358  0.333
C  -1.240  -0.885  -1.261
C  -1.625  0.592  -1.628
H  -1.400  -0.965  -0.157
H  -1.889  -1.567  -1.870
H  -0.228  -1.189  -1.487
H  -1.447  0.792  -2.704
H  -0.958  1.314  -1.132
H  -2.564  0.811  -1.230


Which of them is the least stable? Correct choice: *x*.


*w*
A cluster of 2 separate species, C4H12 in total, computed with wB97M-V/def2-TZVPD.

- lowest unoccupied orbital energy (alpha / beta) (eV) = 4.38 / 4.56
- total charge = -1
- multiplicity = 2
- HOMO level (alpha / beta) (eV) = 1.6 / -7.8
- M (g mol⁻¹) = 60.1

CARTESIAN COORDINATES (ANGSTROEM)
C  -2.504  -0.923  -0.599
C  -1.175  -1.409  0.047
H  -3.283  -1.602  -0.234
H  -2.789  0.080  -0.275
H  -2.438  -0.962  -1.685
H  -1.231  -1.077  1.085
H  -1.205  -2.490  -0.064
H  -0.307  -1.022  -0.477
C  1.608  0.810  0.859
C  2.180  1.566  -0.339
H  1.693  1.324  1.812
H  0.525  0.739  0.825
H  2.003  -0.187  1.061
H  2.829  0.910  -0.930
H  2.705  2.467  -0.025
H  1.390  1.775  -1.062


*x*
A cluster of 2 separate species, C4H12 in total, computed with wB97M-V/def2-TZVPD.

- lowest unoccupied orbital energy (alpha / beta) (eV) = 4.37 / 4.26
- total charge = -1
- multiplicity = 2
- HOMO level (alpha / beta) (eV) = 1.5 / -6.5
- M (g mol⁻¹) = 60.1

CARTESIAN COORDINATES (ANGSTROEM)
C  1.792  0.975  1.127
C  0.355  1.594  1.098
H  2.435  1.389  0.475
H  2.071  0.901  2.197
H  1.660  -0.079  0.821
H  -0.083  1.146  0.168
H  0.366  2.764  0.797
H  -0.352  1.316  1.985
C  -0.458  -1.162  -1.554
C  -1.667  -1.374  -0.632
H  -0.223  -0.204  -1.844
H  0.568  -1.690  -1.373
H  -0.679  -1.930  -2.420
H  -1.298  -1.218  0.475
H  -2.379  -2.278  -0.768
H  -2.218  -0.318  -0.751


*y*
A cluster of 2 separate species, C4H12 in total, computed with wB97M-V/def2-TZVPD.

- lowest unoccupied orbital energy (alpha / beta) (eV) = 4.29 / 4.39
- total charge = -1
- multiplicity = 2
- HOMO level (alpha / beta) (eV) = 1.5 / -7.4
- M (g mol⁻¹) = 60.1

CARTESIAN COORDINATES (ANGSTROEM)
C  1.320  -0.569  0.967
C  2.481  0.334  1.323
H  1.283  -0.866  -0.099
H  1.469  -1.542  1.442
H  0.316  -0.172  1.044
H  3.438  -0.040  0.945
H  2.448  1.340  0.893
H  2.527  0.445  2.405
C  -1.754  -0.628  -1.057
C  -1.948  0.890  -1.153
H  -2.531  -1.028  -1.722
H  -0.861  -1.134  -1.412
H  -1.890  -0.881  0.002
H  -3.003  1.108  -0.922
H  -1.775  1.136  -2.208
H  -1.521  1.608  -0.451


Which of them is the least stable? Correct choice: *x*.


*w*
A structure of composition C3H6O, computed with wB97M-V/def2-TZVPD.

- lowest unoccupied orbital energy (eV) = 1.03
- total charge = 0
- HOMO level (eV) = -8.4
- M (g mol⁻¹) = 58.1

CARTESIAN COORDINATES (ANGSTROEM)
C  0.440  0.575  -1.065
C  -0.763  -0.184  -0.534
C  -0.307  -0.522  1.164
O  -1.208  0.419  0.677
H  0.046  1.304  -1.780
H  1.082  -0.109  -1.626
H  1.026  1.114  -0.309
H  -0.222  -1.241  0.169
H  -0.767  -1.220  1.863
H  0.672  -0.136  1.441


*x*
A cluster of 2 separate species, C3H6O in total, computed with wB97M-V/def2-TZVPD.

- lowest unoccupied orbital energy (eV) = 1.09
- total charge = 0
- HOMO level (eV) = -9.1
- M (g mol⁻¹) = 58.1

CARTESIAN COORDINATES (ANGSTROEM)
C  -0.399  -0.278  1.296
C  -0.470  0.003  -0.006
C  -0.125  -0.066  -1.408
O  -1.480  -0.128  -0.895
H  0.297  0.127  2.011
H  -1.201  -0.882  1.689
H  0.148  0.764  -2.054
H  0.185  -1.053  -1.760
H  1.641  0.452  0.743
H  1.405  1.061  0.383


*y*
A cluster of 2 separate species, C3H6O in total, computed with wB97M-V/def2-TZVPD.

- lowest unoccupied orbital energy (eV) = -0.51
- total charge = 0
- HOMO level (eV) = -9.8
- M (g mol⁻¹) = 58.1

CARTESIAN COORDINATES (ANGSTROEM)
C  0.671  1.087  0.715
C  0.129  -0.657  -1.019
C  -0.889  -1.252  -0.286
O  -1.317  -1.401  0.835
H  -0.189  0.740  1.289
H  0.439  1.986  0.142
H  1.526  1.258  1.373
H  -0.181  0.125  -1.720
H  1.028  0.278  0.022
H  -1.259  -1.865  -1.190


*z*
A cluster of 2 separate species, C3H6O in total, computed with wB97M-V/def2-TZVPD.

- lowest unoccupied orbital energy (eV) = 1.19
- total charge = 0
- HOMO level (eV) = -9.3
- M (g mol⁻¹) = 58.1

CARTESIAN COORDINATES (ANGSTROEM)
C  -1.174  -0.037  0.939
C  0.125  0.062  0.731
C  1.356  0.053  -0.006
O  1.260  0.295  1.430
H  -1.846  -0.284  0.127
H  -1.578  0.104  1.935
H  1.821  -0.893  -0.279
H  1.660  0.921  -0.588
H  -0.952  0.206  -2.008
H  -0.672  -0.426  -2.282


Which of them is the least stable? Correct choice: *w*.


*w*
The molecule C3H6O, computed with wB97M-V/def2-TZVPD.

- lowest unoccupied orbital energy (eV) = 0.99
- total charge = 0
- HOMO level (eV) = -9.8
- M (g mol⁻¹) = 58.1

CARTESIAN COORDINATES (ANGSTROEM)
C  -0.010  1.017  1.137
C  0.127  -0.251  0.749
C  -0.241  -0.745  -0.603
O  -0.012  0.296  -1.623
H  0.186  1.399  2.127
H  -0.606  1.660  0.498
H  0.592  -0.977  1.406
H  -1.285  -0.952  -0.846
H  0.381  -1.611  -0.845
H  0.868  0.164  -2.001


*x*
A cluster of 2 separate species, C3H6O in total, computed with wB97M-V/def2-TZVPD.

- lowest unoccupied orbital energy (alpha / beta) (eV) = -0.62 / -0.62
- total charge = 0
- HOMO level (alpha / beta) (eV) = -9.2 / -9.1
- M (g mol⁻¹) = 58.1

CARTESIAN COORDINATES (ANGSTROEM)
O  -1.060  -0.134  1.003
C  -0.143  0.741  0.501
C  -0.873  -0.597  -1.732
C  1.180  0.625  0.598
H  -0.593  -0.823  1.496
H  -0.635  1.561  -0.011
H  0.090  -1.154  -1.662
H  -1.587  -1.307  -1.260
H  1.825  1.372  0.153
H  1.652  -0.204  1.120


*y*
The molecule C3H6O, computed with wB97M-V/def2-TZVPD.

- lowest unoccupied orbital energy (eV) = 1.18
- total charge = 0
- HOMO level (eV) = -9.7
- M (g mol⁻¹) = 58.1

CARTESIAN COORDINATES (ANGSTROEM)
C  -0.141  1.029  -0.099
C  1.048  0.039  0.117
O  0.156  -1.010  -0.160
C  -1.020  -0.193  0.085
H  -0.411  1.790  0.677
H  -0.234  1.630  -1.065
H  1.860  0.123  -0.609
H  1.559  0.119  1.080
H  -1.480  -0.363  1.214
H  -1.859  -0.468  -0.632


Which of them is the least stable? Correct choice: *x*.